1.
This record from the OMol25 dataset describes C26H36F6N8O7PPdS3 as an isolated structure. The level of theory is ωB97M-V with the def2-TZVPD basis set.

The geometry in XYZ format:
```
88
C26H36F6N8O7PPdS3 | the OMol25 dataset | ωB97M-V with the def2-TZVPD basis set
Pd -0.5408 1.1663 -1.2410
S -1.9575 3.1376 -3.4301
S 3.3010 -7.2475 -3.7400
S -3.5158 0.9615 -2.5805
P -0.0988 1.0100 1.8723
F 0.6050 2.9287 -3.9471
F -3.3980 -0.5460 -4.7249
F -0.5444 1.2201 -4.5963
F -3.9184 -1.5843 -2.8918
F -0.6543 3.0823 -5.7046
F -1.8716 -0.9728 -3.2498
O -1.4101 3.1447 -2.0714
O 3.2172 -7.8606 -5.0265
O -2.3555 4.3805 -3.9807
O 4.5706 -7.2646 -3.0365
O -4.9154 0.9682 -2.3489
O 2.1154 -7.0747 -2.9677
O -2.6883 0.9305 -1.3466
N 3.1042 -4.4191 -3.6918
N 1.0177 0.5337 2.9466
N 0.5640 0.9102 0.3527
N -0.5185 2.5620 2.1509
N 4.6897 -5.1961 -5.2592
N -1.4557 0.1252 2.0170
N -3.0220 2.0001 -3.6300
N 0.8373 -0.2874 -2.1225
C 4.2681 -2.8633 -5.0341
C -3.1607 -0.6401 -3.4316
C 0.5259 0.1303 4.2857
C -1.5356 -1.1365 1.2492
C -0.5541 2.5548 -4.5040
C -3.9743 -1.4272 1.7928
C 1.4212 -2.5466 -2.5863
C 2.3895 0.1102 2.5952
C 0.4149 3.5052 2.7993
C -2.7047 0.5448 2.6889
C 2.7387 -0.7619 -3.4673
C -2.5746 -2.0546 1.8717
C -0.3853 4.5112 3.6120
C 3.3295 -3.1441 -4.0533
C -3.9041 0.1062 1.8669
C -2.2622 4.3005 1.9554
C -1.3587 5.2688 2.7144
C 1.7006 -0.0492 5.2315
C 2.4970 -2.1252 -3.3598
C 4.9349 -3.9331 -5.6224
C 2.6705 -1.2487 3.2128
C 1.8916 0.1238 -2.8279
C 3.7921 -5.2854 -4.3385
C -1.4454 3.2445 1.2212
C 0.6137 -1.5989 -1.9943
C 2.6477 -1.1570 4.7469
H -2.8688 4.8337 1.2222
H -1.8125 -0.9289 0.2083
H -4.8126 0.5089 2.3150
H -2.2968 -2.2441 2.9114
H 3.6376 -1.6137 2.8669
H -2.5511 -3.0170 1.3601
H -0.8641 3.7202 0.4237
H 1.2188 -3.6008 -2.4596
H 3.5766 -0.3689 -4.0243
H 3.6529 -0.9516 5.1162
H -4.5821 -1.8112 2.6129
H -0.2386 -1.8915 -1.3974
H 2.4765 0.0849 1.5106
H 5.6771 -3.7843 -6.3963
H 1.1093 2.9448 3.4214
H 0.3039 5.1993 4.1035
H 4.4870 -1.8547 -5.3495
H -4.4687 -1.7260 0.8676
H 3.1085 0.8485 2.9624
H -0.0465 -0.8002 4.2100
H -0.7950 5.8778 2.0010
H 2.3478 -2.1171 5.1682
H -0.1516 0.9004 4.6622
H -1.9649 5.9527 3.3086
H -2.7450 0.0872 3.6834
H -2.9480 3.8119 2.6533
H 2.2331 0.9003 5.3213
H 2.0636 1.1906 -2.8737
H 1.9158 -1.9552 2.8561
H -2.1072 2.5028 0.7660
H -3.8212 0.5364 0.8662
H 1.3129 -0.2858 6.2222
H -0.9355 3.9779 4.3929
H 0.9899 4.0287 2.0267
H -2.6836 1.6206 2.8353
H -0.5507 -1.6138 1.2486
```

Output
2S+1 ... 5
Kohn-Sham gap (alpha / beta) ... 8.4 / 6.7 eV
Total charge ... +1
HOMO (alpha / beta) ... -12.278 / -12.234 eV
LUMO level (alpha / beta) ... -0.14245 / -0.20292 Ha

---

2.
This record from the OMol25 dataset describes C36H33BN13O7W as an isolated structure. The level of theory is ωB97M-V with the def2-TZVPD basis set.

The geometry in XYZ format:
```
91
C36H33BN13O7W | the OMol25 dataset | ωB97M-V with the def2-TZVPD basis set
W 0.9052 1.1580 0.2522
O 2.4838 1.0124 -0.8147
O 0.2231 -0.2957 -1.0086
O 0.2409 2.4852 -1.1298
O 1.6285 -5.8399 -2.1526
O 3.5421 0.7727 -2.7609
O -1.1938 1.3109 0.4303
O 0.7865 -5.2515 -0.2624
N 0.5824 2.8751 1.5190
N 0.3755 -0.1360 1.8253
N 0.2365 0.2595 3.1244
N 1.6707 2.8923 5.4642
N 1.5808 -5.1138 -1.1835
N 1.1813 1.6891 5.0472
N -1.0349 2.7161 -1.2923
N -1.7391 2.1130 -0.4527
N -0.9179 -0.9448 -4.2049
N -0.8327 -1.2276 -2.8644
N 2.6188 1.2947 1.5940
N 0.4428 2.7331 2.8661
N 2.4571 1.3172 2.9391
C -1.9523 -1.5165 -5.0659
C -3.1801 2.2494 -0.4510
C 1.5759 1.4633 7.2098
C -3.7783 3.1474 -1.3230
C -1.1542 -2.5310 -2.3608
C 2.2740 -3.8102 -1.2563
C 0.3737 0.6025 -3.2952
C -0.1417 3.8211 3.3704
C -0.0497 -0.2669 -2.2877
C -3.8993 1.4641 0.4342
C 3.0842 0.2583 -1.7901
C 3.9432 1.4110 1.3617
C 2.3431 -3.0348 -0.1142
C -0.3618 -1.2565 1.6739
C -0.5735 -0.5876 3.7498
C -1.0820 -4.9195 -2.5476
C -0.2020 0.1563 -4.4694
C 0.0729 4.0804 1.2032
C -1.8148 -3.9054 -0.5261
C -5.1590 3.2405 -1.3096
C -0.1185 0.7212 -5.8404
C -5.9083 2.4535 -0.4430
C -0.3954 4.7111 2.3394
C 3.0255 -1.2087 -1.5195
C -1.2976 -5.0337 -1.1762
C -0.9729 -1.5823 2.8632
C 2.7333 -1.7189 -0.2554
C -0.9116 -3.6649 -3.1246
C -1.7055 -2.6464 -1.0904
C 1.8928 2.7604 6.7552
C -5.2815 1.5751 0.4287
C 1.1387 0.8103 6.0927
C 3.6464 1.4256 3.5352
C 3.1147 -2.0576 -2.6164
C 2.7438 -3.3892 -2.4839
C 4.6270 1.4820 2.5592
B 1.0601 1.4990 3.5719
H -1.7182 -5.9768 -0.8474
H -2.5416 -2.2251 -4.4948
H -0.3797 -1.7587 0.7233
H 2.2782 3.5949 7.3188
H 2.7506 -4.0703 -3.3223
H -1.4976 -2.0255 -5.9131
H 3.4099 -1.6536 -3.5754
H -0.8306 -0.4459 4.7851
H -3.1839 3.7589 -1.9858
H 0.2233 -0.0339 -6.5489
H -3.3933 0.7892 1.1080
H 0.0928 4.4393 0.1894
H 1.0262 1.4494 -3.1916
H -2.2805 -4.0265 0.4440
H 0.8267 -0.2128 5.9807
H 4.3343 1.4429 0.3624
H 3.7221 1.4624 4.6094
H -0.3076 3.9124 4.4292
H 2.8259 -1.0971 0.6263
H -5.8676 0.9747 1.1103
H -5.6507 3.9366 -1.9746
H -1.0933 1.0759 -6.1804
H 2.0783 -3.4556 0.8452
H 1.6587 1.0713 8.2080
H 0.5765 1.5559 -5.8549
H -2.6040 -0.7206 -5.4218
H -1.6085 -2.4245 3.0710
H -2.0862 -1.7649 -0.5911
H 5.6881 1.5824 2.7005
H -0.9484 -5.8074 -3.1496
H -6.9869 2.5313 -0.4449
H -0.8350 5.6894 2.4134
H -0.6249 -3.5904 -4.1648
```

Output
2S+1 ... 2
Kohn-Sham gap (alpha / beta) ... 6.8 / 6.8 eV
Total charge ... +2
HOMO (alpha / beta) ... -13.788 / -13.788 eV
LUMO level (alpha / beta) ... -0.25809 / -0.25523 Ha

---

Values of energy above the lowest of the compared OMol25 structures with the same formula, charge and spin, in order: 26.1; 33.6, all in kcal per mole.